(1)
22
Properties=species:S:1:pos:R:3:lowdin_charge:R:1 method="wB97M-V/def2-TZVPD" e_lumo_ha=0.0182 homo_lumo_gap_ev=9.191 smiles="CS[C@@H]1N(C)N=CC(=O)N1C" homo_ev=-8.695 charge=0
S -1.1841 1.7233 0.4620 0.852
O 2.8704 -0.3479 0.6709 0.025
N 1.1532 0.3039 -0.6388 -0.040
N -0.9711 -0.9973 -0.3634 -0.261
N -0.3225 -1.8967 0.3490 0.096
C 0.8633 -1.6245 0.7150 -0.086
C 1.6924 -0.5256 0.2944 -0.491
C -0.4835 1.2159 2.0620 -0.366
C -2.2122 -1.5010 -0.8379 -0.068
C -0.6222 0.3434 -0.5937 -0.441
C 1.6499 1.4365 -1.3140 -0.096
H -2.1610 -1.5872 -1.9342 0.077
H -0.4860 0.1245 2.1338 0.029
H 2.5562 1.8316 -0.7022 0.126
H 0.5112 1.5930 2.0100 0.016
H 2.0699 1.0600 -2.2591 0.098
H -1.0149 1.6251 2.9632 0.060
H -0.8685 0.7437 -1.6272 0.118
H -3.0033 -0.7399 -0.7191 0.083
H 1.4060 -2.3614 1.1933 0.097
H 0.9273 2.1960 -1.3530 0.039
H -2.3704 -2.6154 -0.5113 0.133

***

(2)
21
Properties=species:S:1:pos:R:3:lowdin_charge:R:1 method="wB97M-V/def2-TZVPD" e_lumo_ha=-0.1810 homo_lumo_gap_ev=9.088 smiles="C[N+]1=CN2[C@H]3CN(CN32)C1" homo_ev=-14.012 charge=+1
N -0.9745 1.6129 0.0717 0.111
N -1.9831 0.5345 0.7318 0.116
N 1.1168 0.4267 0.0755 -0.019
N -0.6662 -1.3159 0.0499 -0.097
C -1.3008 -0.6278 1.1960 -0.157
C 0.3600 1.4778 0.1339 -0.028
C -1.3817 -0.7483 -1.0814 -0.114
C -1.7942 0.6585 -0.6896 -0.197
C 2.5536 0.6168 0.0416 0.037
C 0.7394 -1.0189 -0.0202 -0.107
H 2.9175 -0.2575 -0.2938 0.069
H -2.6797 1.0929 -1.1155 0.154
H -2.1895 -1.4479 -1.2805 0.139
H -0.9442 -0.7159 -2.1021 0.145
H -0.6407 -0.3896 2.0431 0.148
H 2.9581 1.3827 -0.4989 0.097
H 0.7932 2.4029 0.1879 0.142
H 1.1817 -1.3549 0.9064 0.145
H 2.8236 0.6498 1.0294 0.099
H 0.9816 -1.5456 -0.9988 0.179
H -1.8709 -1.4331 1.6136 0.138

***

(3)
22
Properties=species:S:1:pos:R:3:lowdin_charge:R:1 method="wB97M-V/def2-TZVPD" e_lumo_ha=0.1182 homo_lumo_gap_ev=5.504 homo_ev=-2.288 charge=-1
S -2.8947 -1.9494 -0.0075 0.150
N -2.1687 -0.4664 0.0001 -0.534
N -1.8666 1.8352 -0.0291 -0.031
N -4.0352 1.0158 0.0683 0.080
N -0.6078 1.5759 -0.0731 -0.017
C 2.2439 0.2498 -1.2672 -0.065
C -2.6691 0.7044 0.0115 -0.650
C 0.0406 0.5610 -0.2775 -0.003
C 0.9775 -1.6319 -0.1689 -0.073
C 1.3109 -0.1351 -0.1026 -0.581
C 1.9759 0.1905 1.2585 -0.037
H 3.1874 -0.2946 -1.2124 0.076
H 2.9837 0.5827 1.1268 0.067
H 1.8806 -2.2426 -0.1612 0.080
H 0.3493 -1.9074 0.6769 0.072
H -4.1988 1.9199 0.4900 0.056
H 0.4010 -1.8459 -1.0660 0.078
H -4.5504 0.2669 0.5166 0.023
H 2.4515 1.3188 -1.2460 0.080
H 1.7614 0.0197 -2.2154 0.081
H 1.3925 0.9335 1.7969 0.075
H 2.0351 -0.7007 1.8814 0.072

***

(4)
19
Properties=species:S:1:pos:R:3:lowdin_charge:R:1 method="wB97M-V/def2-TZVPD" e_lumo_ha=0.0146 homo_lumo_gap_ev=9.328 smiles="C=C(C=O)C[C@H](C)N" homo_ev=-8.931 charge=0
O -0.6277 -2.9485 -0.5652 0.085
N -1.0450 1.5250 1.6995 0.023
C 0.7513 0.0585 -2.1030 0.033
C -0.1066 0.9321 0.7460 -0.465
C 1.0460 0.1675 1.4064 -0.063
C -0.9107 0.0261 -0.2035 -0.167
C -0.2334 -2.3030 -1.4698 -0.153
C -0.1538 -0.5583 -1.3504 -0.240
H -0.1660 -2.0197 -2.5332 0.105
H 0.3077 1.7629 0.1641 0.127
H -1.3424 -0.7921 0.3873 0.109
H 1.2291 -0.4436 -2.9368 0.057
H 1.0203 1.1023 -1.9847 0.068
H 1.7460 -0.2137 0.6637 0.068
H 0.6589 -0.6804 1.9750 0.080
H -0.5604 2.1607 2.3246 0.068
H 1.5972 0.8169 2.0877 0.071
H -1.7542 0.6091 -0.5856 0.123
H -1.4564 0.7981 2.2780 0.071

***

(5)
19
Properties=species:S:1:pos:R:3:lowdin_charge:R:1 method="wB97M-V/def2-TZVPD" e_lumo_ha=0.0301 homo_lumo_gap_ev=8.797 smiles="CC1(C)C[C@@H]1C(N)=O" homo_ev=-7.978 charge=0
O -1.7741 0.2199 0.8504 0.015
N -1.6089 -1.8187 1.8237 0.141
C 0.1699 -1.0356 0.4228 -0.068
C -1.1494 -0.8438 0.9631 -0.545
C 0.4898 0.5383 -0.5674 -0.359
C 1.5811 1.2369 0.1728 -0.066
C 0.5548 -0.8743 -1.0167 -0.129
C -0.4341 1.4504 -1.3129 -0.061
H 0.9031 -1.5194 1.0588 0.122
H -0.1630 -1.1717 -1.7804 0.118
H -2.4964 -1.6149 2.2621 0.103
H 2.1027 1.9471 -0.4771 0.081
H -1.2676 0.9171 -1.7717 0.083
H 1.1344 1.8108 0.9937 0.093
H -0.8307 2.2317 -0.6614 0.083
H 1.5708 -1.2116 -1.2249 0.117
H 2.3144 0.5471 0.5956 0.082
H -1.2289 -2.7510 1.7865 0.095
H 0.1320 1.9418 -2.1170 0.094

***

(6)
19
Properties=species:S:1:pos:R:3:lowdin_charge:R:1 method="wB97M-V/def2-TZVPD" e_lumo_ha=0.0326 homo_lumo_gap_ev=10.458 smiles="C[C@H](C(N)=O)C1CC1" homo_ev=-9.571 charge=0
O 0.3303 -1.6375 2.0001 0.047
N 2.0503 -0.2875 1.4884 0.160
C 0.1800 0.7722 -0.5744 -0.269
C 0.3821 -0.7004 -0.2613 -0.275
C -0.8131 1.6002 0.2061 -0.108
C -0.8398 -1.5763 -0.5358 -0.066
C 0.8819 -0.9214 1.1710 -0.502
C -1.0474 1.3376 -1.2545 -0.114
H -0.9077 2.1630 -1.9449 0.098
H 1.1242 1.2483 -0.8243 0.127
H -1.1357 -1.5202 -1.5885 0.081
H -0.5200 2.6015 0.5022 0.097
H 2.3636 -0.3673 2.4469 0.111
H -1.6976 -1.2792 0.0774 0.087
H 2.4341 0.4541 0.9213 0.096
H -0.6246 -2.6270 -0.3115 0.086
H -1.8799 0.6970 -1.5177 0.093
H 1.1827 -1.0631 -0.9208 0.145
H -1.4633 1.1061 0.9204 0.108

***

Number 1: largest force on an atom 0.1183 Eh/bohr, E -23750.4966 eV. Number 2: largest force on an atom 0.0714 Eh/bohr, E -12349.6282 eV. Number 3: largest force on an atom 0.0489 Eh/bohr, E -23194.2342 eV. Number 4: largest force on an atom 0.1369 Eh/bohr, E -9935.1609 eV. Number 5: largest force on an atom 0.0455 Eh/bohr, E -9936.2896 eV. Number 6: largest force on an atom 0.0198 Eh/bohr, E -9937.8321 eV.